Entry 1:
Molecular formula: C4H8N2O2
Method: DFT, ωB97M-V/def2-TZVPD

```
! RIJCOSX wB97M-V def2-TZVPD def2/J DEFGRID3
* xyz 0 1
N 1.831 -1.347 0.885
C 1.705 -0.302 -0.017
O 2.620 0.433 -0.257
C 0.250 -0.046 -0.410
N 0.143 0.652 -1.692
C -0.539 0.391 0.807
C -1.877 0.307 0.784
O -2.605 -0.096 -0.318
H 2.618 -1.971 0.907
H 1.047 -1.576 1.470
H -0.105 -1.030 -0.690
H -0.666 0.327 -2.191
H 0.150 1.654 -1.585
H -0.154 1.225 1.387
H -2.433 0.779 1.591
H -1.984 0.599 -0.671
*
```

Highest occupied orbital energy, eV: -9.6
Energy, eV: -11350.77513
Energy above the lowest of the compared OMol25 structures with the same formula, charge and spin, eV: 3.3376
Frontier orbital gap, Ha: 0.3738
SMILES: NC(=O)[C@H](N)/C=C\O
Max |F|, hartree/bohr: 0.061

Entry 2:
Molecular formula: C4H8N2O2
Method: DFT, ωB97M-V/def2-TZVPD

```
! RIJCOSX wB97M-V def2-TZVPD def2/J DEFGRID3
* xyz 0 1
H 1.529 1.381 1.886
N 0.863 0.714 2.290
C 0.407 -0.103 1.448
C 1.209 -0.775 0.036
O 1.356 -1.967 0.054
H -0.290 -0.866 1.804
H 2.034 -0.065 -0.144
H 1.179 1.925 -1.245
N 0.387 2.122 -0.642
C -0.338 1.175 -0.289
O -0.241 -0.195 -1.092
C -1.431 -0.989 -1.069
H -1.325 1.296 0.145
H -2.176 -0.688 -0.328
H -1.238 -2.031 -0.818
H -1.926 -0.935 -2.036
*
```

Highest occupied orbital energy, eV: -8.8
Energy, eV: -11348.22832
Energy above the lowest of the compared OMol25 structures with the same formula, charge and spin, eV: 5.8844
Frontier orbital gap, Ha: 0.3232
SMILES: [H]/N=C\C=O.[H]/N=C\OC
Max |F|, hartree/bohr: 0.083